# 1
A molecular structure, C45H41DyIN4O5PS2 in a non-equilibrium geometry, computed with ωB97M-V with the def2-TZVPD basis set.

XYZ file:
```
100
Properties=species:S:1:pos:R:3:forces:R:3:mulliken_spin:R:1
Dy -1.1231 1.4440 -0.1259 0.13 -0.62 1.20 4.933
I 0.4278 4.2584 0.8322 -1.11 -1.05 1.29 -0.006
C -0.9339 3.9502 2.6427 -1.09 2.10 -2.19 0.009
C -1.9476 4.9106 2.5676 0.49 -0.52 -0.31 0.001
C -2.1319 5.7904 3.6239 -1.76 0.40 0.61 0.000
C -1.3479 5.7732 4.7217 1.69 -0.32 1.97 0.000
C -0.4499 4.6809 4.9121 -0.86 0.55 -0.69 -0.002
C 0.4173 4.6725 6.0383 0.69 -0.64 -1.47 0.001
C 1.3714 3.6819 6.1212 -1.11 0.89 0.23 0.000
C 1.4156 2.6498 5.1700 -0.77 -0.40 0.16 0.001
C 0.5115 2.5846 4.1264 0.30 0.54 -0.05 -0.002
P 0.3295 1.1294 3.0636 0.22 -0.40 -0.66 0.016
C 2.0675 0.6370 2.7561 0.73 0.00 0.10 0.002
C 2.3263 -0.7071 2.4626 -1.21 0.09 -0.40 0.000
C 3.6277 -1.1844 2.3460 -0.56 1.39 0.37 0.000
C 4.6965 -0.3133 2.3528 0.11 -0.27 0.66 0.000
C 4.4401 1.0291 2.6009 -0.04 -0.67 -0.62 0.000
C 3.1745 1.5171 2.8190 -0.76 0.08 -0.14 0.000
C -0.3534 -0.1712 4.1953 -0.11 0.28 0.03 -0.001
C -1.2570 -1.0536 3.5857 1.20 0.68 -0.40 0.000
C -1.9403 -1.9534 4.3813 -0.22 -0.68 -1.51 0.001
C -1.5592 -2.1989 5.6783 0.02 0.55 0.52 0.000
C -0.6970 -1.3203 6.3108 1.03 0.85 -0.50 0.000
C -0.1292 -0.2613 5.5739 -0.41 -0.14 -0.02 0.000
C -0.3918 3.6810 3.8736 2.88 -0.32 2.46 -0.007
H -2.6087 5.0270 1.7166 0.53 0.09 -0.34 0.000
H -2.9881 6.4515 3.6296 0.13 0.32 -0.42 0.000
H -1.2974 6.5179 5.5628 -0.63 -0.51 -1.25 0.000
H 0.4866 5.5878 6.6128 -0.36 -0.31 0.52 0.000
H 1.9712 3.6974 7.0021 0.85 -0.20 0.19 0.000
H 2.1212 1.8458 5.3316 0.02 -0.06 -0.14 0.000
H 1.4479 -1.3615 2.2336 0.95 0.29 0.62 0.000
H 3.7775 -2.2057 2.4373 0.31 -1.93 -0.62 0.000
H 5.7183 -0.7092 2.2846 -0.46 0.35 -0.05 0.000
H 5.2492 1.6936 2.5744 1.03 0.99 0.13 0.000
H 3.0887 2.5995 2.9801 -0.30 -0.55 0.09 0.000
H -1.2099 -1.0870 2.4728 -0.98 -0.04 0.82 -0.002
H -2.7170 -2.5112 3.8736 0.13 -0.48 0.23 0.000
H -1.9109 -3.0610 6.2031 -0.50 -0.24 0.27 0.000
H -0.3881 -1.4384 7.3449 -0.22 -0.11 -0.09 0.000
H 0.4650 0.5062 6.0623 0.01 -0.32 0.07 0.000
C -4.3910 3.0122 -0.5425 -0.47 0.97 -1.08 -0.003
N -2.9642 2.8317 -0.8984 -0.05 -0.38 -1.38 0.007
C -2.6920 3.0486 -2.1824 -0.36 0.45 0.62 0.004
C -1.4330 2.8571 -2.7747 2.84 -0.21 -0.67 0.000
C -0.8440 3.0027 -4.0963 -1.87 1.11 0.89 0.000
C 0.4762 2.5766 -4.0471 0.44 0.64 -2.59 0.001
C 0.7073 2.1959 -2.7718 -0.42 -0.55 2.81 -0.001
N -0.3917 2.3894 -1.9481 1.05 -0.21 -2.20 -0.001
C -4.7890 2.6583 0.8770 -0.20 -1.47 -0.80 0.002
C -6.1123 2.3039 1.1677 -0.72 0.98 0.52 0.001
C -6.4331 1.6594 2.3746 -0.17 0.42 -0.74 -0.001
C -5.4430 1.3785 3.3015 0.71 -0.28 1.02 0.000
C -4.1267 1.7400 3.0500 -0.71 0.79 -1.53 0.003
C -3.8400 2.3531 1.8138 1.41 -0.06 0.96 -0.003
H -5.0605 2.4537 -1.2699 0.81 0.46 0.91 -0.001
H -4.5760 4.0842 -0.7337 -0.34 -0.20 0.15 0.000
H -3.4360 3.4424 -2.8723 -0.44 -0.13 0.15 0.000
H -1.3064 3.5906 -4.8926 0.00 -0.69 0.04 0.000
H 1.2247 2.5806 -4.9060 -1.28 -0.06 1.43 0.000
H 1.6218 1.7509 -2.3859 -0.29 0.15 0.12 0.000
H -6.9036 2.7623 0.5369 0.40 -1.02 0.21 0.000
H -7.4601 1.3728 2.5930 0.16 0.21 -0.11 0.000
H -5.6519 0.9270 4.2852 -0.19 0.11 -0.72 0.000
H -3.3374 1.6098 3.7508 0.41 -0.26 0.54 0.000
H -2.8095 2.7013 1.6249 -0.52 -0.43 0.16 0.009
C 5.6046 -2.4223 -3.6732 -0.53 -0.71 -2.74 0.000
C 4.3804 -3.3723 -3.6930 0.09 -0.06 2.30 0.000
C 3.0158 -2.6568 -3.6038 -0.10 -0.88 -1.31 0.000
N 2.5516 -2.5020 -4.9951 -0.71 0.83 0.28 0.000
C 1.2730 -2.2566 -5.3420 0.29 -0.69 -1.45 0.000
S 0.9574 -1.6411 -6.8817 0.03 0.73 1.10 0.000
N 0.3001 -2.7906 -4.4804 -0.16 -1.58 0.24 0.000
C 0.1944 -4.2012 -4.2546 0.30 -0.14 -0.78 0.000
O -0.0984 -4.6934 -3.1864 -0.17 1.03 0.03 0.000
C 0.4596 -5.1941 -5.3976 0.13 1.22 -1.20 0.000
C 0.6918 -4.8384 -6.7748 0.08 -0.90 2.18 0.000
C 1.0980 -5.8613 -7.6158 0.05 1.34 -0.38 0.000
C 1.2472 -7.1495 -7.2010 -0.10 -1.50 0.25 0.000
C 0.8900 -7.5218 -5.9190 -0.11 0.12 0.28 0.000
C 0.4932 -6.5311 -5.0243 -0.27 -0.77 0.37 0.000
H 6.5415 -2.9207 -3.9964 -0.57 0.23 0.33 0.000
H 5.7298 -1.9542 -2.7581 0.31 0.55 2.08 0.000
H 5.4367 -1.5742 -4.3531 0.10 -0.25 -0.23 0.000
H 4.3959 -3.9088 -2.7202 0.39 -0.20 -0.64 0.000
H 4.4153 -4.1292 -4.4891 -0.16 0.42 0.16 0.000
H 3.0707 -1.6888 -3.1290 0.35 0.49 0.18 0.000
H 2.2360 -3.1996 -3.0337 0.64 -0.04 -0.44 0.000
H 3.2057 -2.1887 -5.7103 -0.02 -0.05 0.44 0.000
H 0.0118 -2.2634 -3.6331 0.17 -0.06 -0.58 0.000
H 0.6433 -3.7960 -7.0802 -0.15 -0.72 -0.13 0.000
H 1.3650 -5.6070 -8.6167 0.05 0.12 -0.67 0.000
H 1.5856 -7.9275 -7.8770 0.04 0.18 -0.13 0.000
H 0.9220 -8.5746 -5.6230 -0.01 0.43 -0.01 0.000
H 0.1490 -6.8328 -4.0266 0.42 0.41 -0.37 0.000
O -2.1367 -0.3463 -0.9136 -1.12 1.09 -0.66 0.009
S -0.9402 -1.2290 -1.0406 2.99 -3.22 1.36 0.014
O -0.9864 -2.2322 0.0210 -0.16 0.74 -0.66 -0.001
O 0.2078 -0.2146 -0.6264 -1.09 -0.38 -0.72 0.018
O -0.6885 -1.8421 -2.3576 -1.10 2.23 2.13 -0.004
```
Forces are in eV/Å.

Output
HOMO level (spin up / spin down) in eV: -7.53 / -7.53
Gap between HOMO and LUMO (spin up / spin down) in Ha: 0.202 / 0.202
Multiplicity: 6

=====

# 2
A molecular structure, C45H41N3O3P2RuSTe in a non-equilibrium geometry, computed with ωB97M-V with the def2-TZVPD basis set.

XYZ file:
```
97
Properties=species:S:1:pos:R:3:forces:R:3:mulliken_spin:R:1
Ru 0.5274 -0.4967 2.1065 2.94 -1.01 -0.67 3.594
Te -3.5826 0.5970 4.3548 -0.94 0.36 -0.12 0.170
C -5.2277 0.0564 3.0480 -0.69 -0.60 0.49 0.059
C -5.6698 0.8839 1.9853 1.08 0.02 0.08 -0.016
C -6.5004 0.2864 1.0396 -1.70 -1.31 1.24 0.002
N -7.0493 -0.9713 1.1755 2.10 1.02 0.66 0.000
C -6.6300 -1.6988 2.2415 -0.09 0.62 -1.09 0.000
C -5.8042 -1.2264 3.2646 0.81 1.68 -1.33 0.004
C -2.0473 -0.0780 3.1706 -1.25 0.85 -0.19 0.733
P -1.3631 -1.5750 2.6089 -0.61 -3.60 0.01 -0.049
C -0.8947 -2.7567 3.9164 -0.80 -0.15 -0.74 0.014
C 0.4095 -3.2821 3.9778 0.08 0.42 -0.80 0.025
C 0.9311 -3.8932 5.1066 -1.88 0.67 0.66 0.017
C 0.0750 -3.8567 6.2652 0.38 -0.36 -0.47 0.005
C -1.3102 -3.6906 6.0443 0.26 0.24 -0.02 0.008
C -1.8089 -3.1465 4.8584 0.39 -0.71 0.70 0.018
C -2.3911 -2.2249 1.2640 -0.43 0.35 -1.21 0.008
C -3.6121 -2.8794 1.4986 0.66 -0.39 -0.98 -0.010
C -4.4495 -3.2330 0.4136 0.38 -0.40 0.34 0.005
C -4.1001 -2.8707 -0.8873 0.88 1.11 0.04 0.013
C -2.8435 -2.2534 -1.1415 -0.75 -0.60 1.27 0.001
C -2.0143 -1.9223 -0.0940 0.37 0.36 1.27 0.003
P -1.0387 1.0962 2.2904 -0.22 2.64 2.12 0.023
C -1.6140 1.8539 0.8362 -1.85 0.19 -2.07 0.002
C -2.7907 1.3761 0.2090 -0.07 0.00 -0.11 0.029
C -3.1961 1.8065 -1.0666 -0.32 -0.13 0.22 -0.019
C -2.3436 2.6716 -1.7598 -0.74 -0.32 -0.61 0.041
C -1.1507 3.0854 -1.1855 0.18 -0.30 0.13 -0.011
C -0.7918 2.7279 0.0981 0.35 -0.14 0.68 0.030
C -0.8155 2.4000 3.5639 0.48 -0.39 -0.35 0.007
C 0.1634 2.2798 4.5917 -1.88 2.32 -0.99 0.031
C 0.4143 3.4478 5.3190 0.26 -0.43 0.40 0.012
C -0.1753 4.7119 5.0839 -1.00 -2.74 -1.23 0.021
C -1.2429 4.7071 4.1833 0.47 1.13 -0.85 -0.009
C -1.5441 3.5660 3.4150 -0.26 0.95 0.42 0.013
H -5.3048 1.9439 1.8179 -0.33 -1.55 0.32 0.003
H -6.8807 0.8398 0.1984 0.07 0.18 -0.23 0.000
H -6.8183 -2.7524 2.1097 -0.64 -0.21 0.65 0.000
H -5.4524 -1.8083 4.1046 -0.23 -0.27 -0.13 0.000
H 0.9800 -3.2218 3.0495 0.21 0.02 0.28 -0.014
H 1.8829 -4.3937 5.0088 0.22 0.30 0.60 -0.001
H 0.4946 -3.9380 7.2959 -0.54 -0.61 -1.03 0.000
H -2.0819 -3.9678 6.7421 0.34 0.06 0.76 0.002
H -2.8722 -3.1142 4.6455 0.02 0.37 0.39 0.004
H -3.8351 -3.1901 2.5116 -0.26 0.00 -0.08 -0.008
H -5.3113 -3.9048 0.5869 0.34 0.88 -0.10 -0.001
H -4.8144 -2.8719 -1.7007 0.00 -0.78 0.00 0.000
H -2.4252 -2.0544 -2.0994 -0.43 0.18 -0.90 0.000
H -1.0950 -1.3431 -0.3563 -0.64 -0.78 0.59 -0.008
H -3.3833 0.6099 0.7084 0.06 0.26 -0.01 0.015
H -4.1801 1.4433 -1.4966 1.46 0.47 0.51 -0.001
H -2.5892 2.9850 -2.7888 0.15 -0.18 0.66 0.002
H -0.4156 3.5879 -1.7760 0.14 0.60 -0.27 0.001
H 0.1588 3.1011 0.5195 -0.55 -0.29 -0.26 -0.003
H 0.6143 1.3426 4.7888 0.64 -0.65 0.31 0.012
H 1.0863 3.3241 6.1432 0.57 0.27 0.28 0.000
H 0.1711 5.5818 5.5636 0.20 0.83 0.64 0.002
H -1.7089 5.6771 3.8923 0.10 -0.95 0.51 0.000
H -2.3715 3.6363 2.6971 0.55 -0.08 0.16 0.000
N 2.3872 0.3530 1.4952 0.78 1.53 -0.63 0.059
N 3.2147 -0.8151 1.5170 2.08 2.00 -0.40 0.012
C 2.6602 -1.9901 0.9744 1.37 -2.78 -2.24 -0.005
O 3.3832 -2.9499 0.6331 -1.18 2.53 1.23 0.031
O 1.3734 -1.9672 0.8104 -0.33 0.73 0.29 0.122
H 2.2679 0.7568 0.5154 0.39 -0.55 1.28 -0.012
H 2.8184 1.1020 2.0940 -0.46 -1.14 -0.76 0.009
H 4.1236 -0.4744 1.1397 -0.59 -1.62 0.37 0.003
O 2.5087 1.7872 -2.1903 0.02 0.16 -0.19 -0.001
S 3.7374 1.1576 -2.7849 0.60 0.05 1.04 0.000
C 4.2346 2.0061 -4.3212 -0.85 -1.12 -1.00 0.000
C 5.6426 1.6123 -4.6993 -0.62 -1.54 0.34 0.000
C 6.6572 1.5777 -3.7490 1.73 0.80 -0.34 0.000
C 7.9657 1.2072 -4.1414 -1.40 0.38 0.85 0.000
C 8.1889 0.6956 -5.4123 -0.87 0.91 1.47 0.000
C 7.1732 0.6753 -6.3427 -0.27 -0.17 -0.67 0.000
C 5.8704 1.0303 -5.9601 0.28 0.95 -1.57 0.000
C 3.1889 -0.4833 -3.3770 1.57 0.21 1.31 -0.001
C 2.0934 -0.4334 -4.3304 -3.20 -0.21 0.28 0.000
C 2.1731 -1.0102 -5.5779 -0.54 -0.10 -1.60 0.000
C 1.0963 -1.1116 -6.5031 0.82 0.89 1.48 0.000
C -0.1228 -0.6024 -6.1060 -0.78 -0.27 -0.01 0.000
C -0.3152 -0.1426 -4.7928 1.17 0.42 0.55 0.000
C 0.7895 0.0088 -3.9093 -0.49 -0.51 -0.99 0.000
H 4.1171 3.0892 -4.1576 -0.30 -0.51 -0.16 0.000
H 3.5656 1.5177 -5.0953 0.34 1.43 0.60 0.000
H 6.5825 1.9752 -2.7275 -0.48 -0.12 -0.57 0.000
H 8.7426 1.4300 -3.3976 -0.06 -0.68 -0.56 0.000
H 9.1490 0.3444 -5.5672 1.80 -0.48 -1.01 0.000
H 7.4542 0.4662 -7.3985 -0.64 -0.24 0.91 0.000
H 5.1055 1.0338 -6.7976 0.68 0.04 1.44 0.000
H 3.0124 -0.9576 -2.3639 -0.27 0.25 -1.27 0.001
H 4.0683 -0.9771 -3.7988 0.05 0.06 0.05 0.000
H 3.0974 -1.3643 -5.9800 0.77 -0.30 0.26 0.000
H 1.3040 -1.5337 -7.4745 -0.23 0.04 -0.08 0.000
H -0.9856 -0.5769 -6.7839 0.41 -0.24 0.25 0.000
H -1.3402 0.0994 -4.4861 0.57 0.18 0.01 0.000
H 0.6499 0.4534 -2.9147 0.10 -0.37 -0.49 -0.001
```
Forces are in eV/Å.

Output
HOMO level (spin up / spin down) in eV: -8.36 / -10.58
Gap between HOMO and LUMO (spin up / spin down) in Ha: 0.216 / 0.177
Total charge: +1
Multiplicity: 6

=====

# 3
A molecular structure, C45H41N4O3P2PbS, computed with ωB97M-V with the def2-TZVPD basis set.

XYZ file:
```
97
Properties=species:S:1:pos:R:3:forces:R:3:mulliken_spin:R:1
Pb 0.8107 -0.7931 1.2846 0.64 -0.34 0.16 0.215
N -2.4484 1.1168 -0.4512 0.01 -0.03 0.01 0.004
C -2.4091 1.3371 -1.8134 0.09 -0.07 -0.34 0.003
C -3.1411 2.3963 -2.3655 -0.02 0.00 0.06 0.000
C -3.0996 2.6509 -3.7205 -0.08 0.02 0.01 0.000
C -2.3258 1.8635 -4.5623 0.07 -0.08 -0.16 0.000
C -1.5866 0.8264 -4.0247 -0.13 0.11 0.06 -0.001
C -1.6099 0.5472 -2.6594 0.03 0.00 0.25 -0.012
P -0.5741 -0.8244 -1.9696 -0.29 0.48 -0.62 0.057
C 0.9179 -0.4605 -2.9786 0.05 -0.09 0.19 -0.020
C 1.6777 0.6191 -2.5265 -0.03 -0.08 0.00 0.012
C 2.7775 1.0532 -3.2470 -0.06 0.09 0.01 0.004
C 3.1458 0.4016 -4.4154 0.06 -0.01 -0.02 0.000
C 2.3970 -0.6733 -4.8672 -0.03 -0.02 -0.06 0.000
C 1.2810 -1.0989 -4.1597 0.05 0.05 0.09 0.000
C -1.3509 -2.2419 -2.8271 0.09 -0.09 0.21 0.017
C -0.6164 -3.4099 -3.0396 -0.04 -0.04 0.04 0.003
C -1.2148 -4.5143 -3.6267 0.01 -0.03 -0.06 -0.002
C -2.5528 -4.4758 -3.9934 0.02 -0.03 0.04 0.003
C -3.2977 -3.3333 -3.7443 -0.09 -0.03 0.00 -0.001
C -2.7052 -2.2256 -3.1575 0.07 0.03 -0.08 0.000
H -2.1281 0.2099 -0.1502 -0.04 0.02 0.22 0.000
H -3.2691 1.4419 0.0323 0.01 -0.03 0.04 0.000
H -3.7443 3.0125 -1.7077 -0.01 0.01 -0.02 0.000
H -3.6834 3.4628 -4.1352 0.00 0.04 0.05 0.000
H -2.2991 2.0571 -5.6263 0.00 0.01 0.00 0.000
H -0.9766 0.2124 -4.6750 0.01 0.01 -0.02 0.000
H 1.3915 1.1300 -1.6124 0.07 0.02 0.02 -0.011
H 3.3352 1.9155 -2.9019 0.03 -0.01 0.01 0.000
H 4.0140 0.7308 -4.9719 -0.01 0.02 -0.02 0.000
H 2.6629 -1.1755 -5.7888 0.04 0.00 0.01 0.000
H 0.6908 -1.9203 -4.5407 0.00 -0.02 -0.01 0.000
H 0.4225 -3.4640 -2.7332 0.01 0.01 0.03 -0.005
H -0.6339 -5.4130 -3.7947 0.02 0.01 -0.01 0.000
H -3.0122 -5.3370 -4.4608 -0.02 0.00 0.00 0.000
H -4.3459 -3.3006 -4.0134 -0.01 0.00 0.00 0.000
H -3.2912 -1.3320 -2.9810 -0.01 -0.01 -0.02 0.001
O 2.9084 0.3120 0.5974 -0.23 0.01 0.05 0.058
N 3.8628 -0.5218 0.2352 0.20 -0.32 -0.04 0.022
C 4.7201 -0.1207 -0.7275 0.07 0.12 -0.18 0.006
C 5.7229 -0.9281 -1.1913 -0.04 -0.01 0.03 -0.003
C 5.8651 -2.2009 -0.6404 -0.07 -0.04 0.15 0.001
C 5.0099 -2.5909 0.3620 0.17 0.07 -0.27 -0.006
C 3.9823 -1.7514 0.8084 -0.17 -0.17 0.18 -0.010
S 2.9048 -2.2716 2.0401 0.11 0.13 0.18 0.011
H 4.5295 0.8729 -1.0985 -0.04 0.00 0.05 -0.002
H 6.3712 -0.5724 -1.9780 -0.01 0.04 0.00 0.000
H 6.6262 -2.8803 -0.9983 0.04 0.03 0.01 0.000
H 5.0837 -3.5694 0.8113 -0.05 -0.01 0.01 0.000
C -3.3812 5.0021 4.6274 0.02 0.02 0.01 0.003
C -2.1590 5.3750 4.0876 0.02 0.06 -0.02 -0.001
C -1.3882 4.4550 3.3905 -0.02 -0.09 0.02 0.001
C -1.8361 3.1469 3.2345 -0.06 -0.18 -0.12 0.015
C -3.0742 2.7834 3.7653 0.07 0.06 -0.03 0.003
C -3.8394 3.7021 4.4651 -0.05 -0.04 0.03 -0.001
P -0.8758 1.8053 2.4281 0.08 0.40 0.43 0.017
C 0.5161 2.7448 1.6918 -0.07 -0.22 -0.12 0.001
C 0.2467 3.4228 0.5001 -0.02 -0.01 -0.02 0.006
C 1.2528 4.1062 -0.1612 -0.03 0.01 -0.04 -0.002
C 2.5400 4.1164 0.3605 0.06 -0.01 0.03 0.000
C 2.8138 3.4433 1.5401 0.07 0.02 -0.01 -0.002
C 1.8105 2.7503 2.2018 -0.12 0.10 0.04 0.004
C -0.0879 1.0192 3.8844 -0.05 -0.18 -0.24 -0.019
C -0.1833 1.4896 5.1941 0.06 -0.02 -0.07 0.020
C 0.4267 0.7878 6.2220 -0.03 0.02 0.14 -0.016
C 1.1170 -0.3851 5.9582 -0.03 0.00 -0.06 0.021
C 1.2095 -0.8584 4.6546 0.10 -0.23 -0.19 -0.080
C 0.6032 -0.1644 3.6207 -0.21 0.28 -0.16 0.384
H -3.9758 5.7227 5.1735 0.00 0.00 0.00 0.000
H -1.7947 6.3865 4.2147 -0.03 0.01 0.00 0.000
H -0.4320 4.7480 2.9763 0.01 0.03 0.02 0.000
H -3.4260 1.7643 3.6393 -0.05 0.02 0.01 0.001
H -4.7901 3.4023 4.8870 -0.01 0.02 -0.01 0.000
H -0.7612 3.4158 0.0987 0.02 -0.06 -0.06 0.001
H 1.0395 4.6208 -1.0897 -0.03 0.01 0.01 0.000
H 3.3300 4.6453 -0.1575 0.00 0.01 0.00 0.000
H 3.8167 3.4453 1.9473 0.01 -0.02 -0.02 0.000
H 2.0359 2.2168 3.1156 0.03 -0.03 0.00 0.001
H -0.7263 2.4017 5.4068 0.01 0.02 0.01 0.002
H 0.3599 1.1569 7.2378 -0.01 0.01 0.00 0.000
H 1.5858 -0.9370 6.7630 -0.01 0.00 0.01 0.001
H 1.7480 -1.7755 4.4521 0.06 0.04 0.06 0.007
C -2.9675 -3.6623 0.6334 0.02 0.09 0.06 0.000
C -1.5858 -3.1215 0.8413 -0.30 0.14 0.12 -0.018
N -1.3828 -2.0562 1.5216 0.19 -0.01 0.43 -0.017
O -2.5335 -1.4317 2.0005 -0.26 -0.15 -0.18 0.001
C -0.4310 -3.7764 0.2494 0.21 -0.44 -0.16 0.016
C -0.4542 -5.2359 -0.1135 0.13 0.22 0.02 0.017
N 0.6391 -3.0614 0.0370 -0.07 0.50 0.05 0.116
O 1.6689 -3.5007 -0.5245 -0.15 -0.12 -0.02 0.170
H -3.5451 -2.9264 0.0705 -0.05 -0.03 0.01 0.000
H -3.4602 -3.7993 1.5965 -0.04 0.02 -0.02 0.000
H -2.9617 -4.5994 0.0879 0.03 0.00 -0.06 0.001
H -2.1841 -0.7470 2.5867 0.06 0.04 -0.04 0.005
H -1.1312 -5.7926 0.5322 -0.03 -0.01 0.00 0.000
H 0.5566 -5.6254 0.0088 0.01 0.00 -0.02 0.000
H -0.7439 -5.3889 -1.1529 -0.05 -0.09 -0.03 -0.002
```
Forces are in eV/Å.

Output
HOMO level (spin up / spin down) in eV: -7.19 / -7.10
Gap between HOMO and LUMO (spin up / spin down) in Ha: 0.286 / 0.192
Multiplicity: 2